ORCA calculation (ωB97M-V/def2-TZVPD) on one molecule with the formula C19H28N2O7S2.

Values from the calculation:
* E: -2173.3723 Ha
* LUMO: -0.0023 Ha
* orbital gap: 9.56 eV

Geometry as XYZ:
```
58
Properties=species:S:1:pos:R:3:lowdin_charge:R:1
C 2.101 -4.222 -0.955 -0.056
C 1.721 -2.896 -0.299 -0.197
N 2.108 -1.771 -1.138 -0.010
C 3.169 -0.969 -0.913 -0.406
O 3.481 -0.049 -1.644 0.081
C 3.934 -1.176 0.408 -0.043
O 2.999 -0.845 1.433 -0.013
C 3.065 0.380 1.986 -0.426
O 4.048 1.071 1.997 0.148
C 1.740 0.773 2.537 -0.095
C 1.630 1.766 3.507 0.009
C 0.378 2.171 3.939 -0.043
C -0.769 1.611 3.395 -0.037
C -0.653 0.646 2.410 -0.239
S -2.090 -0.159 1.660 0.678
O -1.574 -1.009 0.621 -0.296
O -2.826 -0.757 2.736 -0.268
N -3.043 0.980 0.964 -0.254
C -3.904 1.770 1.815 -0.266
C -5.348 1.778 1.320 -0.065
C -2.678 1.475 -0.346 -0.226
C -1.531 2.482 -0.332 -0.051
C 0.587 0.216 1.992 0.005
C 1.134 -1.412 -2.167 -0.303
C 1.706 -1.160 -3.571 -0.161
C 0.541 -0.735 -4.442 -0.188
S -0.515 0.243 -3.306 0.682
O -0.430 1.651 -3.584 -0.319
O -1.835 -0.327 -3.281 -0.316
C 0.367 -0.160 -1.773 -0.154
H 3.176 -4.272 -1.117 0.077
H 1.805 -5.047 -0.313 0.077
H 1.605 -4.338 -1.915 0.072
H 2.193 -2.816 0.677 0.109
H 0.640 -2.849 -0.140 0.127
H 4.285 -2.196 0.562 0.133
H 4.775 -0.477 0.429 0.134
H 2.529 2.204 3.912 0.125
H 0.293 2.929 4.703 0.111
H -1.745 1.918 3.734 0.112
H -3.528 2.798 1.900 0.120
H -3.872 1.291 2.794 0.102
H -5.436 2.291 0.366 0.066
H -5.978 2.285 2.045 0.076
H -5.697 0.756 1.201 0.084
H -3.563 1.928 -0.796 0.124
H -2.414 0.607 -0.950 0.086
H -1.255 2.719 -1.357 0.068
H -0.661 2.070 0.175 0.061
H -1.822 3.400 0.175 0.076
H 0.643 -0.546 1.234 0.103
H 0.422 -2.240 -2.236 0.156
H 2.448 -0.364 -3.516 0.112
H 2.192 -2.059 -3.953 0.128
H 0.831 -0.111 -5.280 0.105
H -0.067 -1.570 -4.778 0.103
H -0.349 -0.343 -0.976 0.066
H 1.035 0.666 -1.547 0.117
```

=====

ORCA calculation (ωB97M-V/def2-TZVPD) on C19H28N6O3S as an isolated structure.

Values from the calculation:
* E: -1692.5099 Ha
* LUMO: -0.0312 Ha
* orbital gap: 7.43 eV

Geometry as XYZ:
```
57
Properties=species:S:1:pos:R:3:lowdin_charge:R:1
C 2.468 0.632 -3.735 -0.128
C 2.868 -0.673 -3.223 -0.264
C 1.719 -1.477 -2.402 -0.112
H 0.926 -1.517 -3.066 0.073
H 2.161 -2.666 -2.539 0.193
C 1.729 -0.933 -1.071 -0.474
C 0.535 -1.429 -0.542 -0.016
N -0.011 -2.589 0.283 0.019
N -1.300 -2.682 0.390 0.001
N -1.850 -1.695 -0.397 0.044
N -0.921 -1.079 -0.769 -0.248
C -1.186 -0.042 -1.674 -0.176
H -0.553 0.123 -2.866 0.226
H -2.259 0.184 -1.868 0.111
S -0.757 1.522 -0.780 0.882
O -0.203 1.175 0.625 -0.349
O 0.362 2.436 -1.597 -0.421
C -2.121 2.592 -0.610 -0.254
C -2.578 3.632 -1.414 -0.165
C -3.554 4.375 -1.279 -0.092
C -4.617 3.839 -0.500 -0.133
C -4.247 2.868 0.546 -0.086
C -3.196 2.170 0.426 -0.079
H -2.859 1.388 1.083 0.105
H -5.338 2.345 1.123 0.208
C -5.958 4.745 -0.383 -0.008
H -5.719 5.493 0.234 0.024
H -6.829 4.023 0.008 0.132
H -5.980 5.230 -1.278 0.024
H -3.753 5.241 -2.041 0.171
H -1.726 3.860 -2.066 0.130
N 2.754 -1.109 -0.256 -0.068
C 2.724 -0.134 1.030 -0.099
C 2.171 -0.858 2.090 -0.212
H 1.103 -1.004 1.958 0.073
H 2.083 -0.162 3.252 0.228
C 2.680 -2.290 2.431 -0.291
C 2.195 -2.726 3.748 -0.529
O 2.553 -3.138 4.757 0.121
N 0.877 -3.329 3.487 0.128
H 0.467 -2.953 2.377 0.164
H 0.454 -3.720 4.197 -0.008
C 2.998 -3.088 1.247 -0.072
C 3.596 -2.236 -0.014 -0.072
H 4.517 -2.096 0.378 0.087
H 3.425 -2.752 -0.919 0.100
H 1.928 -3.310 0.857 0.117
H 3.534 -3.774 1.298 -0.005
H 3.688 -2.045 2.900 0.159
H 3.877 0.029 1.349 0.174
H 2.149 0.735 0.781 0.095
H 1.364 0.100 -1.158 0.135
H 3.575 -0.529 -2.517 0.053
H 3.405 -1.269 -4.032 0.134
H 2.080 1.366 -3.026 0.050
H 3.303 1.228 -4.103 0.076
H 1.678 0.290 -4.561 0.124
```

=====

ORCA calculation (ωB97M-V/def2-TZVPD) on one molecule with the formula C19H28N8O2.

Values from the calculation:
* E: -1329.3421 Ha
* LUMO: 0.0212 Ha
* orbital gap: 9.94 eV

Geometry as XYZ:
```
57
Properties=species:S:1:pos:R:3:lowdin_charge:R:1
C -2.707 -1.918 -3.274 -0.044
C -1.616 -2.604 -2.499 -0.246
C -1.658 -3.976 -2.260 -0.105
N -0.735 -4.650 -1.583 0.078
C 0.294 -3.960 -1.097 -0.097
C 0.442 -2.592 -1.265 -0.122
C 1.604 -1.916 -0.603 -0.448
O 2.180 -2.423 0.352 0.034
N 1.962 -0.719 -1.109 0.105
C 2.956 0.136 -0.468 -0.364
C 4.367 -0.381 -0.723 -0.045
C 2.787 1.561 -0.984 -0.149
C 1.507 2.278 -0.574 -0.189
N 0.299 1.611 -1.113 0.039
C -0.871 2.448 -1.101 -0.409
O -1.445 2.717 -2.121 0.124
C -1.431 2.899 0.248 -0.236
C -0.795 4.199 0.802 -0.103
C -0.377 3.848 2.241 -0.153
C -1.195 2.606 2.557 -0.174
N -1.202 1.896 1.281 -0.132
C -2.154 0.796 1.210 -0.124
C -1.695 -0.382 1.997 -0.350
N -1.960 -0.584 3.301 0.075
N -1.367 -1.703 3.619 0.059
N -0.773 -2.132 2.533 -0.225
C -0.053 -3.392 2.477 0.010
N -0.945 -1.347 1.489 0.192
C -0.534 -1.911 -1.983 0.017
H -2.721 -2.256 -4.311 0.084
H -3.687 -2.133 -2.846 0.082
H -2.566 -0.838 -3.276 0.075
H -2.493 -4.561 -2.636 0.116
H 1.043 -4.512 -0.540 0.120
H 1.448 -0.332 -1.884 0.115
H 2.762 0.107 0.609 0.150
H 5.097 0.219 -0.177 0.081
H 4.453 -1.415 -0.396 0.074
H 4.603 -0.326 -1.788 0.085
H 3.632 2.150 -0.618 0.121
H 2.859 1.553 -2.077 0.126
H 1.459 2.367 0.517 0.111
H 1.544 3.287 -0.990 0.121
H 0.094 0.866 -0.444 0.093
H -2.503 3.067 0.077 0.152
H 0.047 4.541 0.203 0.101
H -1.537 4.995 0.787 0.114
H 0.686 3.611 2.289 0.101
H -0.568 4.661 2.939 0.110
H -0.773 1.984 3.345 0.117
H -2.220 2.879 2.859 0.128
H -3.149 1.103 1.564 0.131
H -2.256 0.483 0.168 0.123
H -0.662 -4.130 1.958 0.092
H 0.880 -3.236 1.940 0.062
H 0.123 -3.706 3.501 0.089
H -0.484 -0.835 -2.125 0.106
```

=====

ORCA calculation (ωB97M-V/def2-TZVPD) on C19H28NO3PRu as an isolated structure.

Values from the calculation:
* E: -1455.6446 Ha
* LUMO (alpha / beta): -0.4912 / -0.6631 Ha
* orbital gap (alpha / beta): 7.52 / 4.02 eV
* 2S+1: 5
* <S²>: 6.039
* net charge: +4

Geometry as XYZ:
```
53
Properties=species:S:1:pos:R:3:lowdin_charge:R:1
Ru -0.257 0.105 -0.323 0.843
C -0.094 0.858 -2.092 -0.184
O 0.003 1.313 -3.155 0.237
C 1.448 -0.640 -0.328 -0.207
O 2.518 -1.102 -0.316 0.248
C -0.469 -0.130 1.561 -0.216
O -0.553 -0.239 2.714 0.227
C -1.197 -2.212 -2.753 -0.446
P -1.543 -1.726 -0.993 1.059
H -3.890 -2.149 -1.156 0.136
H -1.411 -1.293 -3.326 0.137
C -1.511 -3.318 -0.026 -0.430
H -2.018 -4.048 -0.681 0.134
C -2.129 -3.321 -3.248 -0.024
H -3.190 -3.091 -3.097 0.097
H -1.902 -4.280 -2.765 0.111
H -1.969 -3.451 -4.327 0.148
C 0.269 -2.579 -2.993 -0.042
H 0.522 -3.553 -2.558 0.098
C -3.768 -0.566 0.307 -0.089
H 0.961 -1.826 -2.596 0.059
H 0.435 -2.648 -4.078 0.144
C -3.606 -0.278 -2.216 -0.068
H -2.926 -0.114 0.850 0.022
H -4.509 0.220 0.109 0.115
H -4.228 -1.305 0.972 0.095
C -3.332 -1.204 -1.023 -0.492
H -4.569 0.225 -2.062 0.119
H -3.672 -0.833 -3.160 0.098
H -2.831 0.494 -2.323 0.060
C -2.281 -3.239 1.294 -0.022
H -1.884 -2.447 1.945 0.086
H -2.164 -4.197 1.818 0.145
H -3.353 -3.076 1.140 0.089
C -0.078 -3.802 0.222 -0.044
H 0.530 -3.033 0.718 0.077
H 0.432 -4.104 -0.700 0.083
H -0.116 -4.679 0.883 0.137
H -1.969 1.039 -0.508 0.100
H -1.589 1.469 0.053 0.113
N 0.323 2.451 0.623 0.164
C 1.176 3.135 1.037 -0.062
C 2.112 4.076 1.546 -0.158
C 2.844 4.892 0.663 0.117
C 3.646 5.915 1.173 0.097
C 3.739 6.107 2.558 0.063
C 3.069 5.247 3.440 0.099
C 2.263 4.224 2.937 0.117
H 2.765 4.720 -0.414 0.164
H 4.188 6.564 0.484 0.165
H 4.340 6.927 2.953 0.158
H 3.162 5.374 4.519 0.165
H 1.736 3.540 3.609 0.163
```

=====

ORCA calculation (ωB97M-V/def2-TZVPD) on C19H28NPPdSe as an isolated structure.

Values from the calculation:
* E: -3665.4425 Ha
* LUMO (alpha / beta): -0.1869 / -0.3286 Ha
* orbital gap (alpha / beta): 7.44 / 5.73 eV
* 2S+1: 5
* <S²>: 6.034
* net charge: +2

Geometry as XYZ:
```
51
Properties=species:S:1:pos:R:3:lowdin_charge:R:1
C -2.601 0.078 -4.102 -0.022
C -2.190 -1.025 -3.358 -0.031
C -1.515 -0.904 -2.117 -0.252
C -1.264 0.389 -1.629 -0.111
C -1.472 1.467 -2.483 -0.322
C -2.220 1.337 -3.658 -0.010
C -1.292 -2.164 -1.336 -0.137
C -0.298 -3.275 -1.824 -0.116
N 1.065 -2.928 -2.091 -0.097
Pd -0.705 1.031 0.402 0.361
C -0.910 2.821 -2.144 -0.276
P 0.390 2.542 -0.864 0.761
H -2.430 -2.029 -3.707 0.126
H -2.458 2.251 -4.202 0.134
H -3.161 -0.041 -5.034 0.131
H -1.682 3.462 -1.694 0.109
H -0.497 3.330 -3.029 0.113
H -1.029 -1.933 -0.277 -0.033
H -2.263 -2.721 -1.278 0.155
H -0.249 -4.018 -0.999 0.153
C 1.187 4.062 -0.337 -0.235
C 1.567 1.578 -1.848 -0.229
H -0.716 -3.731 -2.741 0.153
C 1.390 -2.223 -3.298 0.013
C 2.033 -2.891 -1.015 0.020
H 0.639 1.626 1.359 0.039
H 1.826 -2.912 -4.049 0.143
H 0.488 -1.765 -3.729 0.106
H 2.133 -1.433 -3.090 0.107
H 2.563 -3.858 -0.931 0.137
H 2.794 -2.110 -1.211 0.113
H 1.517 -2.674 -0.063 0.106
H 2.092 2.201 -2.593 0.078
H 2.285 1.130 -1.164 0.044
H 1.035 0.777 -2.370 0.026
H 1.291 4.802 -1.151 0.071
H 0.596 4.507 0.472 0.056
H 2.180 3.783 0.049 0.062
H 0.706 0.801 1.437 0.006
Se -0.883 -0.974 1.868 0.942
C -0.630 -0.690 3.676 -0.638
C -0.608 -1.851 4.489 -0.114
C -0.326 -1.724 5.842 -0.041
C -0.093 -0.451 6.399 -0.015
C -0.187 0.699 5.604 -0.041
C -0.459 0.590 4.239 -0.107
H -0.814 -2.821 4.030 0.104
H -0.302 -2.615 6.466 0.122
H 0.151 -0.377 7.459 0.126
H -0.045 1.682 6.053 0.122
H -0.532 1.452 3.572 0.087
```

=====

ORCA calculation (ωB97M-V/def2-TZVPD) on a 7-piece molecular cluster, C19H28O19 overall.

Values from the calculation:
* E: -2170.3151 Ha
* LUMO: 0.0103 Ha
* orbital gap: 10.64 eV

Geometry as XYZ:
```
66
Properties=species:S:1:pos:R:3:lowdin_charge:R:1
O -0.618 0.243 13.905 0.121
C -1.270 1.179 14.341 -0.580
O -0.989 2.394 13.998 0.078
C -1.998 3.316 14.331 -0.115
C -3.048 2.421 14.998 -0.092
O -2.387 1.147 15.120 0.067
H -1.717 4.081 15.055 0.100
H -2.365 3.724 13.389 0.131
H -4.007 2.326 14.488 0.141
H -3.045 2.874 15.990 0.085
O -5.746 8.088 16.730 0.138
C -6.905 8.025 16.347 -0.430
O -7.647 6.800 16.163 0.040
C -8.967 7.150 15.799 -0.151
C -8.832 8.577 15.310 -0.166
O -7.731 9.017 16.001 0.076
H -9.366 6.610 14.941 0.133
H -9.723 7.164 16.584 0.131
H -9.738 9.158 15.478 0.138
H -8.644 8.655 14.239 0.134
O -0.461 7.179 18.435 0.168
C 0.316 6.493 17.864 -0.523
O 1.668 6.549 18.080 0.065
C 2.308 5.666 17.157 -0.107
C 1.125 4.781 16.631 -0.149
O 0.034 5.568 16.882 0.010
H 2.832 6.215 16.375 0.124
H 3.040 4.998 17.611 0.126
H 1.156 3.929 17.311 0.123
H 1.321 4.566 15.581 0.141
O -1.240 2.733 17.607 0.108
C -1.399 2.739 18.852 -0.466
O -1.983 1.744 19.506 0.112
C -2.179 2.148 20.846 -0.111
C -1.617 3.556 21.009 -0.118
O -1.165 3.787 19.702 0.052
H -3.164 2.088 21.310 0.119
H -1.570 1.497 21.473 0.130
H -0.854 3.505 21.786 0.131
H -2.306 4.354 21.284 0.129
O -5.605 3.133 18.856 0.120
C -4.985 4.108 18.447 -0.559
O -4.732 4.295 17.149 0.074
C -3.761 5.322 16.961 -0.125
C -3.770 5.993 18.291 -0.097
O -4.355 5.016 19.161 0.082
H -2.750 4.972 16.752 0.103
H -4.002 6.031 16.169 0.119
H -4.395 6.886 18.298 0.117
H -2.746 6.315 18.482 0.116
O -7.864 2.014 24.872 0.116
C -7.295 2.430 23.856 -0.529
O -6.917 1.741 22.765 0.090
C -6.369 2.563 21.854 -0.177
C -6.050 3.813 22.708 -0.122
O -6.956 3.707 23.759 0.092
H -5.519 2.167 21.298 0.108
H -7.057 2.706 21.022 0.127
H -6.253 4.689 22.092 0.130
H -4.994 3.933 22.948 0.124
C -1.648 7.469 14.954 -0.134
O -2.559 6.666 14.211 -0.131
H -0.649 7.035 14.934 0.075
H -1.622 8.432 14.445 0.081
H -2.054 7.640 15.951 0.080
H -2.087 6.413 13.414 0.074
```

=====

Number 1: largest force on an atom 1.163 eV Å⁻¹. Number 2: largest force on an atom 16.609 eV Å⁻¹. Number 3: largest force on an atom 0.344 eV Å⁻¹. Number 4: largest force on an atom 8.380 eV Å⁻¹. Number 5: largest force on an atom 2.317 eV Å⁻¹. Number 6: largest force on an atom 4.608 eV Å⁻¹.